[1]
C10H8ClNO | wB97M-V/def2-TZVPD

The geometry in XYZ format:
```
21
Properties=species:S:1:pos:R:3:lowdin_charge:R:1
C -1.72 -0.80 -1.57 -0.07
C -2.21 -0.23 -0.19 -0.67
Cl -3.98 0.30 -0.17 0.66
C -2.12 -1.29 0.93 -0.24
N -1.93 -2.00 1.79 0.18
C -1.25 0.98 0.05 -0.39
O -1.70 2.09 0.24 0.11
C 0.14 0.56 0.16 -0.15
C 0.75 -0.73 0.22 -0.01
C 2.13 -0.91 0.48 -0.05
C 2.97 0.18 0.59 -0.07
C 2.43 1.45 0.56 -0.05
C 1.07 1.63 0.30 0.01
H -2.41 -0.64 -2.46 0.10
H -1.61 -1.87 -1.68 0.08
H -0.79 -0.21 -1.80 0.09
H 0.19 -1.65 0.28 0.09
H 2.57 -1.87 0.58 0.10
H 4.01 0.14 0.68 0.09
H 2.97 2.41 0.65 0.12
H 0.50 2.46 0.34 0.08
```

Results
**SMILES**: C[C@@](Cl)(C#N)C(=O)c1ccccc1
**Relative energy (zero: lowest compared OMol25 entry of this formula, charge and spin)**: 1.135 eV
**E_LUMO**: -0.652 eV
**Total energy**: -26557.8506 eV

[2]
C4H2NO3P | wB97M-V/def2-TZVPD

The geometry in XYZ format:
```
11
Properties=species:S:1:pos:R:3:lowdin_charge:R:1
C 0.03 0.40 0.35 0.00
C 0.23 -0.83 -0.27 -0.18
C 1.32 0.65 1.00 -0.28
C 1.97 -0.51 0.74 -0.07
N 1.46 -1.38 -0.07 0.10
O 1.90 1.54 1.94 -0.07
O 3.63 -0.37 1.94 -0.13
O 3.85 1.62 3.55 -0.16
P 3.19 0.86 2.57 0.61
H -0.74 1.11 0.51 0.09
H -0.35 -1.52 -0.80 0.09
```

Results
**Relative energy (zero: lowest compared OMol25 entry of this formula, charge and spin)**: 3.699 eV
**E_LUMO**: -1.565 eV
**Total energy**: -21097.8158 eV

[3]
C20H26N6 | wB97M-V/def2-TZVPD

The geometry in XYZ format:
```
52
Properties=species:S:1:pos:R:3:lowdin_charge:R:1
C 0.14 2.34 4.00 -0.12
C 1.27 1.87 4.57 -0.16
C 2.40 2.45 3.99 -0.15
N 1.98 3.17 2.93 0.02
C 0.59 3.18 3.02 -0.14
H -0.82 2.07 4.42 0.10
H 1.55 1.15 5.33 0.10
H 3.46 2.34 4.14 0.11
H 2.61 3.69 2.34 0.15
H 0.03 3.74 2.29 0.11
C 0.28 -0.95 -0.43 -0.13
C 1.32 -0.05 -0.75 -0.11
C 1.71 0.57 0.42 -0.15
N 0.94 0.07 1.40 0.02
C 0.06 -0.86 0.89 -0.14
H -0.16 -1.62 -1.15 0.09
H 1.94 -0.06 -1.64 0.06
H 2.39 1.37 0.66 0.10
H 1.11 0.25 2.37 0.13
H -0.61 -1.37 1.57 0.08
C -3.31 -2.75 -0.56 -0.17
C -4.28 -1.83 -0.88 -0.12
C -5.23 -2.52 -1.62 -0.14
N -4.73 -3.74 -1.84 0.00
C -3.52 -3.93 -1.15 -0.11
H -2.51 -2.53 0.14 0.09
H -4.32 -0.80 -0.56 0.10
H -6.20 -2.20 -1.96 0.11
H -5.23 -4.44 -2.37 0.15
H -2.99 -4.86 -1.12 0.11
C 4.58 1.14 -2.67 -0.10
C 5.36 2.02 -1.90 -0.10
C 6.16 2.75 -2.83 -0.16
N 6.03 2.22 -4.04 0.00
C 5.05 1.31 -3.95 -0.17
H 3.77 0.45 -2.48 0.07
H 5.41 2.02 -0.83 0.08
H 6.99 3.42 -2.66 0.10
H 6.45 2.54 -4.90 0.16
H 4.79 0.76 -4.84 0.11
C -3.78 -0.90 5.09 -0.07
C -2.92 -1.76 4.23 -0.24
N -2.32 -2.45 3.49 0.12
H -4.72 -1.36 5.39 0.08
H -4.01 0.08 4.68 0.08
H -3.27 -0.81 6.05 0.07
C -2.09 -0.79 -3.96 -0.07
C -2.56 -1.09 -5.30 -0.29
N -2.98 -1.28 -6.32 0.13
H -1.01 -0.84 -3.80 0.07
H -2.49 -1.43 -3.17 0.06
H -2.29 0.25 -3.71 0.08
```

Results
**SMILES**: c1cc[nH]c1.c1cc[nH]c1.c1cc[nH]c1.c1cc[nH]c1.CC#N.CC#N
**Relative energy (zero: lowest compared OMol25 entry of this formula, charge and spin)**: 1.316 eV
**E_LUMO**: 0.515 eV
**Total energy**: -30098.9484 eV